Entry 1:
{
  "formula": "C32H49I3O8",
  "method": "ωB97M-V with the def2-TZVPD basis set",
  "species": ["C", "C", "C", "C", "C", "O", "O", "C", "C", "O", "C", "C", "C", "C", "C", "C", "C", "C", "C", "O", "C", "I", "C", "I", "C", "C", "I", "H", "H", "H", "H", "H", "H", "H", "H", "H", "H", "H", "H", "H", "H", "H", "H", "H", "H", "H", "H", "H", "H", "H", "H", "H", "C", "C", "O", "C", "H", "H", "H", "H", "H", "H", "C", "C", "O", "C", "H", "H", "H", "H", "H", "H", "C", "C", "O", "C", "H", "H", "H", "H", "H", "H", "C", "C", "O", "C", "H", "H", "H", "H", "H", "H"],
  "xyz": [[-5.805, 0.406, -3.375], [-4.276, 0.582, -3.293], [-3.614, -0.636, -2.631], [-2.723, -0.395, -1.406], [-3.148, 0.732, -0.451], [-4.198, 1.249, -0.315], [-2.085, 1.031, 0.357], [-1.024, 0.109, 0.075], [0.342, 0.697, 0.543], [0.456, 2.106, 0.682], [0.140, 2.623, 1.917], [-0.944, 3.511, 1.955], [-1.337, 4.138, 3.133], [-0.661, 3.880, 4.321], [0.414, 2.984, 4.281], [0.822, 2.368, 3.097], [-1.266, -1.143, 0.964], [-2.078, -0.904, 2.246], [-3.599, -0.875, 2.088], [-1.652, 0.255, 2.957], [-1.213, -0.077, -1.506], [-1.098, 2.049, -2.245], [-0.254, -0.986, -2.230], [0.994, -2.299, -1.087], [-0.029, -1.137, -3.542], [1.001, -2.056, -4.135], [-1.073, -0.135, -5.065], [-6.198, -0.059, -2.474], [-6.061, -0.246, -4.208], [-6.301, 1.363, -3.515], [-4.112, 1.509, -2.757], [-3.947, 0.734, -4.318], [-4.424, -1.267, -2.286], [-3.075, -1.265, -3.333], [-2.958, -1.238, -0.759], [1.100, 0.438, -0.190], [0.655, 0.234, 1.474], [-1.490, 3.711, 1.045], [-2.179, 4.816, 3.116], [-0.965, 4.344, 5.246], [0.955, 2.782, 5.196], [1.667, 1.690, 3.123], [-1.754, -1.959, 0.437], [-0.326, -1.577, 1.276], [-1.860, -1.769, 2.879], [-4.104, -1.346, 2.925], [-3.933, -1.285, 1.140], [-3.904, 0.170, 2.088], [-1.200, -0.018, 3.758], [1.044, -1.924, -5.211], [0.755, -3.099, -3.953], [1.992, -1.819, -3.759], [3.498, 4.794, 1.400], [4.533, 3.865, 0.809], [5.704, 3.949, 1.106], [4.037, 2.818, -0.150], [3.996, 5.474, 2.089], [3.007, 5.376, 0.620], [2.749, 4.216, 1.945], [3.558, 3.290, -1.010], [3.312, 2.179, 0.358], [4.868, 2.210, -0.501], [4.297, 2.158, 5.894], [3.999, 0.826, 5.251], [3.305, 0.745, 4.263], [4.606, -0.396, 5.894], [3.803, 2.950, 5.335], [3.933, 2.166, 6.923], [5.372, 2.341, 5.894], [4.255, -0.491, 6.922], [5.694, -0.316, 5.894], [4.315, -1.283, 5.335], [5.617, -1.310, -0.719], [5.442, -2.688, -1.314], [4.743, -2.873, -2.282], [6.178, -3.821, -0.641], [5.036, -0.592, -1.293], [5.270, -1.301, 0.316], [6.668, -1.021, -0.745], [5.855, -3.914, 0.397], [7.253, -3.635, -0.664], [5.967, -4.751, -1.163], [-6.443, -4.663, -4.980], [-5.296, -3.760, -4.599], [-5.411, -2.915, -3.741], [-3.994, -3.958, -5.339], [-7.314, -4.416, -4.376], [-6.690, -4.529, -6.034], [-6.172, -5.706, -4.806], [-4.143, -3.796, -6.408], [-3.624, -4.972, -5.180], [-3.255, -3.248, -4.974]],
  "mulliken_charge": [-1.409, -0.350, -0.877, 1.594, -0.840, -0.561, 0.026, 2.794, -2.042, -0.267, 0.354, -0.218, -0.552, -0.708, -0.598, -0.322, -1.721, -0.136, -1.493, -0.489, 0.028, 0.094, -1.083, -0.031, 0.512, -1.773, 0.062, 0.322, 0.267, 0.426, 0.358, 0.210, 0.675, -0.209, 0.222, 0.059, 0.702, 0.337, 0.404, 0.408, 0.361, 0.814, 0.531, 0.766, 0.728, 0.379, 0.282, 0.371, 0.297, 0.445, 0.387, 0.471, -0.748, 0.708, -0.593, -0.541, 0.344, 0.349, -0.006, 0.396, -0.091, 0.258, -1.099, 0.805, -0.493, -1.197, 0.204, 0.341, 0.396, 0.347, 0.345, 0.283, -0.962, 0.792, -0.520, -1.180, 0.197, 0.315, 0.399, 0.318, 0.341, 0.309, -1.250, 0.811, -0.477, -0.762, 0.320, 0.340, 0.340, 0.314, 0.344, -0.002],
  "e_tot_ha": -2743.6513,
  "largest_force_ha_per_bohr": 0.03237,
  "relative_energy_kcal_mol": 9.43
}

---

Entry 2:
{
  "formula": "CH6O",
  "method": "ωB97M-V with the def2-TZVPD basis set",
  "species": ["C", "H", "H", "H", "H", "H", "H", "O"],
  "xyz": [[2.678, -0.701, 0.037], [2.831, 0.134, 0.699], [3.624, -1.210, -0.128], [2.294, -0.281, -0.885], [1.987, -1.313, 0.596], [-2.499, 1.057, -0.846], [-2.301, 1.045, 0.696], [-2.765, 0.620, -0.031]],
  "mulliken_charge": [-0.949, 0.248, 0.237, 0.225, 0.239, 0.321, 0.320, -0.641],
  "e_tot_ha": -116.9222,
  "largest_force_ha_per_bohr": 0.01413,
  "relative_energy_kcal_mol": 1.37,
  "smiles": "C.O"
}

---

Entry 3:
{
  "formula": "C31H68AsCoN9O4P2S2",
  "method": "ωB97M-V with the def2-TZVPD basis set",
  "species": ["Co", "C", "N", "C", "P", "O", "O", "P", "O", "N", "C", "C", "N", "C", "C", "N", "C", "C", "H", "H", "H", "H", "H", "H", "H", "H", "H", "H", "H", "H", "H", "H", "H", "H", "H", "H", "H", "H", "H", "H", "H", "H", "C", "N", "C", "C", "N", "N", "C", "C", "H", "H", "H", "H", "H", "H", "H", "H", "H", "H", "H", "H", "H", "S", "C", "N", "C", "C", "C", "N", "H", "H", "H", "H", "H", "H", "H", "H", "C", "As", "C", "C", "C", "C", "C", "C", "C", "C", "H", "H", "H", "H", "H", "H", "H", "H", "H", "H", "H", "H", "H", "C", "H", "H", "O", "S", "C", "C", "C", "C", "H", "H", "H", "H", "H", "H", "H", "H"],
  "xyz": [[-0.179, -0.019, 0.855], [4.015, 3.035, 3.763], [3.257, 1.864, 3.370], [2.532, 1.232, 4.466], [2.687, 1.672, 1.813], [1.831, 0.487, 1.750], [2.033, 3.091, 1.411], [0.462, 3.445, 1.093], [-0.306, 2.307, 0.574], [0.731, 4.748, 0.054], [-0.542, 5.363, -0.333], [1.553, 4.461, -1.122], [-0.136, 4.171, 2.448], [-0.901, 3.343, 3.335], [0.627, 5.253, 3.058], [3.967, 1.651, 0.763], [4.543, 0.348, 0.476], [4.792, 2.797, 0.445], [4.849, 2.738, 4.406], [3.394, 3.751, 4.315], [4.417, 3.540, 2.888], [3.224, 0.663, 5.093], [1.781, 0.562, 4.055], [2.025, 1.980, 5.087], [-1.179, 5.449, 0.547], [-1.071, 4.768, -1.087], [-0.352, 6.360, -0.737], [2.500, 4.030, -0.803], [1.742, 5.400, -1.648], [1.071, 3.752, -1.799], [-0.915, 1.305, 2.939], [-1.973, 3.509, 3.304], [-0.490, 3.287, 4.339], [1.297, 5.690, 2.320], [1.219, 4.893, 3.908], [-0.057, 6.021, 3.423], [3.724, -0.363, 0.376], [5.247, 0.019, 1.253], [5.080, 0.401, -0.474], [4.259, 3.712, 0.699], [4.998, 2.804, -0.629], [5.748, 2.783, 0.983], [-0.604, -5.280, -0.702], [-1.070, -3.916, -0.531], [-0.734, -3.036, -1.639], [-1.149, -3.386, 0.752], [-0.629, -2.254, 1.052], [-1.790, -4.212, 1.671], [-1.817, -3.785, 3.056], [-2.986, -4.939, 1.279], [0.434, -5.286, -1.057], [-1.218, -5.807, -1.438], [-0.642, -5.821, 0.240], [-1.476, -3.163, -2.433], [0.254, -3.266, -2.046], [-0.721, -2.003, -1.295], [-0.847, -1.906, 1.982], [-2.545, -2.983, 3.232], [-0.833, -3.434, 3.362], [-2.086, -4.641, 3.676], [-3.013, -5.074, 0.202], [-3.889, -4.394, 1.580], [-2.999, -5.920, 1.761], [0.606, 1.113, -2.018], [0.786, 0.503, -3.556], [-0.273, 0.118, -4.304], [-0.178, -0.393, -5.659], [1.038, 0.222, -6.337], [2.260, -0.055, -5.474], [2.008, 0.448, -4.139], [-1.158, 0.119, -3.828], [-1.088, -0.129, -6.199], [-0.084, -1.486, -5.660], [0.895, 1.300, -6.431], [1.171, -0.199, -7.333], [3.141, 0.448, -5.874], [2.457, -1.135, -5.462], [2.772, 0.645, -3.515], [-3.789, 0.574, 0.875], [-2.397, 0.246, -0.459], [-2.809, 1.854, -1.509], [-3.431, -1.113, -1.583], [-4.851, -0.819, -1.894], [-5.871, -1.244, -1.038], [-7.203, -1.020, -1.337], [-7.556, -0.364, -2.509], [-6.557, 0.075, -3.365], [-5.224, -0.146, -3.059], [-4.731, 0.868, 0.411], [-3.428, 1.379, 1.516], [-3.949, -0.306, 1.496], [-3.864, 1.880, -1.786], [-2.188, 1.930, -2.399], [-2.576, 2.700, -0.863], [-3.351, -2.035, -1.002], [-2.850, -1.237, -2.499], [-5.603, -1.776, -0.133], [-7.974, -1.364, -0.659], [-8.598, -0.207, -2.755], [-6.823, 0.586, -4.282], [-4.456, 0.191, -3.746], [-0.955, 0.204, 2.802], [-0.331, -0.237, 3.600], [-1.990, -0.111, 3.006], [1.932, -1.366, -0.285], [2.010, -2.774, 0.165], [3.756, -3.301, -0.238], [4.315, -3.959, 1.010], [3.871, -3.066, 2.167], [2.384, -2.816, 1.971], [4.298, -2.392, -0.499], [3.711, -3.970, -1.096], [5.402, -4.056, 0.970], [3.883, -4.957, 1.126], [4.417, -2.121, 2.123], [4.061, -3.534, 3.135], [2.032, -1.869, 2.375], [1.783, -3.641, 2.360]],
  "lowdin_spin": [1.932, 0.000, 0.001, 0.000, 0.004, 0.014, 0.004, 0.019, 0.017, 0.003, 0.001, 0.000, 0.109, 0.627, 0.024, 0.001, 0.000, 0.000, 0.000, 0.000, 0.000, 0.000, 0.000, 0.000, 0.000, 0.000, 0.000, 0.000, 0.000, 0.000, 0.030, 0.033, 0.024, 0.003, 0.002, 0.001, 0.000, 0.000, 0.000, 0.000, 0.000, 0.000, 0.000, -0.001, 0.000, -0.001, 0.017, -0.001, 0.000, 0.000, 0.000, 0.000, 0.000, 0.000, 0.000, 0.000, 0.004, 0.000, 0.000, 0.000, 0.000, 0.000, 0.000, 0.002, 0.003, 0.001, 0.000, 0.000, 0.000, 0.002, 0.000, 0.000, 0.000, 0.000, 0.000, 0.000, 0.000, 0.000, -0.005, 0.001, 0.006, 0.006, 0.001, 0.001, 0.000, 0.001, 0.000, 0.001, 0.000, 0.000, 0.000, 0.001, 0.000, 0.000, 0.000, 0.000, 0.000, 0.000, 0.000, 0.000, 0.000, 0.092, 0.008, 0.006, 0.004, 0.001, 0.000, 0.000, 0.000, 0.000, 0.000, 0.000, 0.000, 0.000, 0.000, 0.000, 0.000, 0.000],
  "e_tot_ha": -7113.3867,
  "multiplicity": 4,
  "largest_force_ha_per_bohr": 0.02424,
  "relative_energy_kcal_mol": 46.41
}

---

Entry 4:
{
  "formula": "C4H8N2S",
  "method": "ωB97M-V with the def2-TZVPD basis set",
  "species": ["C", "C", "C", "C", "H", "H", "H", "H", "H", "H", "H", "H", "N", "N", "S"],
  "xyz": [[-1.683, -0.377, 0.093], [1.023, -0.780, 0.270], [1.931, 0.521, -0.113], [3.236, 0.442, -0.365], [-3.758, 0.248, 1.034], [-4.115, 1.207, -0.581], [-1.915, -0.700, 1.120], [0.816, -0.988, 1.403], [1.731, -1.530, -0.040], [1.437, 1.560, -0.189], [3.915, 1.277, -0.822], [3.971, -0.467, -0.205], [-3.854, 0.227, -0.127], [-2.360, 0.422, -0.741], [-0.375, -1.061, -0.737]],
  "mulliken_charge": [-0.019, -0.512, 0.084, -0.711, 0.268, 0.283, 0.277, 0.313, 0.279, 0.243, 0.210, 0.183, -0.505, -0.275, -0.119],
  "e_tot_ha": -664.7306,
  "largest_force_ha_per_bohr": 0.13428,
  "relative_energy_kcal_mol": 126.87,
  "smiles": "C=CCS/C=N/N"
}

---

Entry 5:
{
  "formula": "C5H11NO",
  "method": "ωB97M-V with the def2-TZVPD basis set",
  "species": ["N", "C", "C", "C", "C", "C", "H", "H", "H", "H", "H", "H", "H", "H", "H", "H", "H", "O"],
  "xyz": [[0.067, 2.153, 0.709], [0.834, 1.148, 0.263], [0.378, 0.355, -0.799], [-1.029, 0.268, -1.166], [-1.935, -0.717, -1.172], [2.035, 0.677, 1.021], [-0.311, 2.271, 1.640], [-0.518, 2.566, 0.009], [1.031, 0.079, -1.631], [-1.446, 1.242, -1.504], [-2.996, -0.598, -1.024], [-1.485, -1.695, -1.354], [2.100, -0.308, 1.479], [2.942, 0.783, 0.411], [2.179, 1.353, 1.870], [-1.126, -3.751, 0.610], [-0.306, -2.477, 0.526], [-0.415, -3.351, 0.113]],
  "lowdin_spin": [0.149, 0.177, 0.442, 0.070, 0.048, 0.040, 0.010, 0.001, 0.012, 0.028, 0.001, 0.002, 0.006, 0.008, 0.002, 0.000, 0.001, 0.001],
  "e_tot_ha": -326.7257,
  "charge": 1,
  "multiplicity": 2,
  "largest_force_ha_per_bohr": 0.06467,
  "relative_energy_kcal_mol": 61.76
}